Record 1
Computed, not measured: a structure of composition C8H13N2S in a non-equilibrium geometry, with the ωB97M-V functional and the def2-TZVPD basis.

Each line ends with the natural charge from an NBO analysis.
Geometry (Å):
C 3.720 0.382 -0.212  -0.1794
C 3.084 1.640 -0.507  -0.2392
C 2.940 -0.504 0.474  -0.4046
C 1.845 1.754 -0.014  -0.3169
C -1.939 0.910 -0.057  0.4643
C -3.232 1.246 0.809  -0.7098
C 0.070 -2.211 -0.375  -0.6726
C -0.303 -0.685 -0.259  0.2097
N -1.292 1.608 -0.970  -0.6765
N -1.440 -0.385 0.182  -0.5938
S 1.453 0.249 0.974  0.4641
H 4.702 0.244 -0.536  0.2416
H 3.537 2.436 -0.988  0.2470
H 3.300 -1.345 1.002  0.2538
H -3.323 0.781 1.807  0.2491
H -4.102 0.931 0.223  0.2560
H -3.415 2.348 0.886  0.2621
H -0.687 -2.580 -1.016  0.2466
H -0.116 -2.813 0.489  0.2368
H 1.006 -2.467 -0.845  0.2591
H 0.289 -0.080 -1.064  0.3006
H -1.797 2.429 -1.325  0.3897
H 0.880 2.385 -0.179  0.2823
H -1.956 -1.095 0.654  0.4300

Results
E, Ha: -819.9937
Net charge: +1
Relative energy (zero: lowest compared OMol25 entry of this formula, charge and spin), eV: 2.313
HOMO level, eV: -12.794

***

Record 2
Computed, not measured: an isolated molecule of C8H13N3 in a non-equilibrium geometry, with the ωB97M-V functional and the def2-TZVPD basis.

Each line ends with the natural charge from an NBO analysis.
Geometry (Å):
C 0.688 -1.383 -1.302  -0.0350
C 1.542 -0.062 -2.757  0.2034
C 0.568 -0.064 -0.753  -0.0141
C -0.004 0.499 0.484  0.3050
C -0.804 -0.882 2.869  -0.6118
C -2.066 -0.895 0.784  -0.6001
C 1.556 2.138 -1.741  -0.4124
C -0.614 -0.769 1.244  -0.2713
N 1.250 -1.311 -2.493  -0.4812
N -0.024 1.737 0.761  -0.6597
N 1.173 0.736 -1.761  -0.3239
H 0.140 -2.269 -1.098  0.2106
H 2.126 0.361 -3.676  0.2017
H -1.502 -0.125 3.368  0.2039
H -1.432 -1.772 3.035  0.2133
H 0.172 -0.897 3.306  0.2137
H -2.628 -0.083 1.266  0.2003
H -2.469 -1.870 1.177  0.2057
H -2.206 -0.795 -0.244  0.2112
H 2.367 2.352 -2.477  0.2092
H 0.710 2.886 -1.858  0.2292
H 2.142 2.261 -0.753  0.2298
H -0.087 -1.756 1.012  0.2217
H -0.598 1.964 1.606  0.3508

Results
SMILES: [H]/N=C(/c1cncn1C)C(C)C
E, Ha: -476.8394
Net charge: 0
Relative energy (zero: lowest compared OMol25 entry of this formula, charge and spin), eV: 1.720
HOMO level, eV: -8.598